(1)
The following is a quantum chemistry calculation of C21H43BO2OsP2 as an isolated structure at a distorted geometry, from the OMol25 dataset.

The geometry in XYZ format:
```
70
C21H43BO2OsP2 | the OMol25 dataset | ωB97M-V/def2-TZVPD
P -1.952 -2.781 -2.167
P -2.119 -4.254 1.251
C -2.106 -4.826 -1.448
C -2.826 -5.045 -0.136
H -1.028 -5.189 -1.396
H -2.683 -5.377 -2.237
H -3.899 -4.785 -0.163
H -2.771 -6.123 0.059
C -1.427 -5.831 2.026
H -0.861 -5.497 2.907
H -0.797 -6.414 1.322
H -2.289 -6.440 2.356
C -3.521 -4.064 2.329
H -3.878 -5.022 2.704
H -4.321 -3.526 1.830
H -3.155 -3.516 3.193
C -0.930 -3.913 -3.451
H -0.460 -3.287 -4.236
H -1.583 -4.688 -3.930
H -0.110 -4.452 -2.932
C -3.562 -2.989 -3.000
H -4.257 -2.906 -2.155
H -3.731 -3.921 -3.587
H -3.502 -2.074 -3.609
Os -1.941 -0.606 -1.235
C -0.313 -3.088 2.942
C 1.005 -3.282 3.009
C 1.994 -3.913 2.089
C 1.616 -5.187 1.312
C 0.744 -4.697 0.211
C 0.650 -3.349 -0.171
C -0.394 -2.381 0.259
C -0.744 -1.986 1.742
C -1.046 0.748 -2.275
H -1.276 -3.167 3.568
H 1.523 -2.373 3.377
H 2.996 -4.244 2.399
H 2.151 -3.084 1.417
H 2.541 -5.539 0.800
H 1.287 -5.991 2.029
H 0.524 -5.498 -0.603
H 0.717 -3.153 -1.255
H -1.532 -2.544 -0.020
H -0.385 -1.334 -0.377
H -0.395 -1.015 2.113
H -1.820 -1.823 1.793
H -1.292 1.760 -2.397
H -1.450 0.117 -3.128
H 0.041 0.695 -2.345
C -0.140 1.770 2.930
C -0.103 2.369 1.524
C -0.131 3.894 1.689
O -1.226 1.845 0.764
B -0.783 0.761 -0.071
O 0.695 0.713 0.050
C 1.193 1.870 0.746
C 1.733 2.913 -0.227
C 2.467 1.530 1.565
H -0.223 0.676 2.889
H -1.027 2.149 3.453
H 0.748 2.099 3.491
H -0.934 4.232 2.363
H 0.824 4.177 2.174
H -0.255 4.461 0.752
H 2.308 3.706 0.304
H 2.421 2.417 -0.927
H 0.960 3.392 -0.847
H 2.303 0.733 2.299
H 3.224 1.175 0.848
H 2.863 2.437 2.084
```

Multiplicity: 5
LUMO energy (alpha / beta): -8.1 / -8.3 eV
HOMO (alpha / beta): -14.2 / -14.5 eV
Charge: +2
⟨S²⟩: 6.031

(2)
The following is a quantum chemistry calculation of one molecule with the formula C4H5NO at a distorted geometry, from the OMol25 dataset.

The geometry in XYZ format:
```
11
C4H5NO | the OMol25 dataset | ωB97M-V/def2-TZVPD
O 0.729 -1.374 -1.864
C 0.333 -1.083 -0.761
C 1.075 0.374 -0.069
N 0.101 0.692 1.007
C -1.154 0.596 0.299
C -0.377 -0.659 0.490
H 2.021 0.077 0.377
H 1.106 1.050 -0.911
H -1.226 1.047 -0.693
H -2.045 0.670 0.910
H -0.612 -1.370 1.245
```

Multiplicity: 1
LUMO energy: 0.8 eV
HOMO: -7.7 eV

(3)
The following is a quantum chemistry calculation of C3H5O3Yb as an isolated structure at a distorted geometry, from the OMol25 dataset.

The geometry in XYZ format:
```
12
C3H5O3Yb | the OMol25 dataset | ωB97M-V/def2-TZVPD
O 0.435 0.393 0.421
C -0.816 -0.184 0.361
C -1.939 0.747 0.126
H -0.896 -0.965 1.152
H -1.946 1.552 0.879
H -2.886 0.200 0.194
H -1.855 1.214 -0.865
O 1.126 -1.451 -0.593
C 1.496 -0.387 -0.027
O 2.529 0.254 -0.257
Yb 4.871 0.063 -0.979
H -0.120 -1.436 -0.413
```

Multiplicity: 2
LUMO energy (alpha / beta): -10.2 / -10.2 eV
HOMO (alpha / beta): -16.1 / -19.0 eV
Charge: +2
⟨S²⟩: 0.753

(4)
The following is a quantum chemistry calculation of one molecule with the formula C5HCl2FN2 at a distorted geometry, from the OMol25 dataset.

The geometry in XYZ format:
```
11
C5HCl2FN2 | the OMol25 dataset | ωB97M-V/def2-TZVPD
N 3.212 -1.133 0.229
C 2.219 -0.574 0.062
C 0.997 0.044 -0.109
C 1.039 1.428 -0.541
N 1.054 2.542 -0.764
C -0.271 -0.612 0.125
Cl -0.270 -2.145 0.759
C -1.631 0.046 -0.058
F -1.850 1.238 -0.559
Cl -2.300 -0.061 1.588
H -2.197 -0.773 -0.731
```

Multiplicity: 1
LUMO energy: -1.6 eV
HOMO: -10.4 eV

(5)
The following is a quantum chemistry calculation of a 5-piece molecular cluster, C24H54N2O3 overall at a distorted geometry, from the OMol25 dataset.

The geometry in XYZ format:
```
83
C24H54N2O3 | the OMol25 dataset | ωB97M-V/def2-TZVPD
C 1.110 -1.173 -1.238
C -0.422 -1.088 -1.320
N -0.917 -1.235 0.056
C -0.843 0.017 0.755
C -0.617 -0.167 2.253
C -2.291 -1.731 0.097
C -2.313 -3.188 -0.227
H 1.597 -0.849 -2.158
H 1.383 -2.210 -1.043
H 1.613 -0.509 -0.535
H -0.852 -0.269 -1.896
H -0.886 -1.827 -1.974
H -0.030 0.713 0.547
H -1.759 0.578 0.569
H -0.762 0.845 2.629
H -1.357 -0.841 2.685
H 0.386 -0.555 2.429
H -2.885 -1.102 -0.565
H -2.709 -1.514 1.079
H -1.731 -3.687 0.548
H -1.974 -3.314 -1.255
H -3.344 -3.535 -0.157
C 5.015 3.320 -3.989
C 5.337 4.748 -3.485
N 4.171 5.523 -3.118
C 3.253 4.834 -2.196
C 3.644 4.556 -0.706
C 4.642 6.764 -2.447
C 3.501 7.746 -2.109
H 5.924 2.864 -4.382
H 4.353 3.350 -4.855
H 4.562 2.729 -3.194
H 5.905 4.615 -2.564
H 5.960 5.239 -4.232
H 2.429 5.547 -2.188
H 2.831 3.893 -2.550
H 4.636 4.153 -0.502
H 3.662 5.551 -0.262
H 2.845 4.031 -0.182
H 5.334 7.287 -3.108
H 5.112 6.606 -1.477
H 3.181 7.550 -1.085
H 2.623 7.826 -2.749
H 3.849 8.778 -2.064
C -3.768 -2.895 -7.988
C -3.987 -2.544 -6.531
C -3.871 -1.038 -6.582
O -2.750 -0.778 -7.443
C -2.943 -1.678 -8.580
H -4.713 -2.959 -8.527
H -3.314 -3.871 -8.160
H -3.233 -3.034 -5.915
H -4.938 -2.896 -6.132
H -3.702 -0.618 -5.591
H -4.713 -0.427 -6.908
H -1.995 -1.980 -9.026
H -3.527 -1.132 -9.320
C 1.257 -4.917 3.109
C 0.201 -5.761 3.756
C 0.023 -7.018 2.921
O 1.211 -7.059 2.233
C 1.768 -5.745 1.908
H 2.025 -4.717 3.856
H 0.922 -3.984 2.658
H -0.734 -5.248 3.982
H 0.671 -6.125 4.670
H -0.893 -6.918 2.339
H -0.143 -7.927 3.500
H 1.215 -5.481 1.007
H 2.822 -5.552 1.709
C -2.004 1.570 8.468
C -2.511 0.396 7.752
C -3.745 -0.184 8.381
O -4.122 0.941 9.217
C -2.948 1.760 9.640
H -1.942 2.396 7.759
H -0.955 1.474 8.749
H -1.751 -0.386 7.725
H -2.642 0.705 6.715
H -3.588 -1.141 8.879
H -4.472 -0.198 7.569
H -2.369 1.289 10.433
H -3.011 2.807 9.937
```

Multiplicity: 1
LUMO energy: 0.6 eV
HOMO: -8.5 eV

(6)
The following is a quantum chemistry calculation of one molecule with the formula C5H8BrPS at a distorted geometry, from the OMol25 dataset.

The geometry in XYZ format:
```
16
C5H8BrPS | the OMol25 dataset | ωB97M-V/def2-TZVPD
C 1.802 -1.063 -0.754
C 0.775 -0.070 -0.198
C 0.530 -0.116 1.099
C -0.790 0.576 1.528
P -1.830 0.560 0.052
S -3.029 2.030 -0.327
Br -2.553 -1.463 -0.048
C -0.309 0.608 -1.022
H 1.372 -1.830 -1.509
H 2.278 -1.750 -0.037
H 2.557 -0.548 -1.377
H 1.286 -0.665 1.616
H -1.132 0.175 2.365
H -0.454 1.539 1.819
H -0.012 1.788 -1.079
H -0.491 0.231 -2.127
```

Multiplicity: 1
LUMO energy: 0.4 eV
HOMO: -8.9 eV